DFT (ωB97M-V with the def2-TZVPD basis set) results for a cluster of 10 separate species, C48H88N8O10 in total in a non-equilibrium geometry.

```
154
C48H88N8O10 | the Open Molecules 2025 dataset | ωB97M-V with the def2-TZVPD basis set
H 49.622 3.907 19.807
H 41.820 0.308 9.997
H 43.644 0.074 11.627
C 42.421 -0.607 9.884
C 48.034 -3.499 11.797
H 38.761 -9.892 17.203
H 43.780 -7.019 17.178
H 41.356 -7.602 24.296
H 42.746 -7.981 10.087
C 41.880 1.172 7.352
C 43.434 1.271 22.697
H 41.661 0.093 22.693
O 45.517 -4.701 13.184
H 45.580 -3.574 20.622
H 42.688 -4.044 19.853
C 47.770 -5.040 17.821
H 42.740 -6.606 23.995
H 45.190 2.438 22.395
N 41.649 -1.591 10.595
H 42.051 -6.645 17.244
H 41.031 -10.297 17.288
H 46.954 -5.656 21.059
H 41.080 -5.844 24.138
H 43.520 -10.581 16.988
C 44.044 -1.111 16.170
H 38.100 -8.308 17.781
H 44.267 -1.298 10.759
C 42.812 -4.889 11.259
C 48.200 -4.453 9.589
O 40.187 -8.442 17.521
C 44.709 -4.308 9.939
H 43.558 -2.405 17.878
H 47.225 -2.645 9.967
H 42.152 2.228 7.312
C 47.644 4.802 19.546
C 42.715 -6.373 11.512
H 45.983 4.223 20.575
H 43.351 -4.362 12.060
C 47.189 -3.773 17.660
C 44.485 -3.502 14.852
H 49.025 0.911 11.841
H 47.231 5.810 19.630
H 45.816 4.147 15.911
H 47.943 4.839 11.900
H 45.049 -3.621 10.720
H 41.844 -4.395 11.429
H 49.557 -6.510 11.897
H 43.736 -6.733 11.694
H 44.348 0.406 10.142
H 48.110 3.047 13.860
C 44.536 1.686 21.975
C 45.138 3.034 12.730
H 41.127 -9.260 15.841
H 45.106 2.463 11.788
H 42.047 -6.510 9.453
H 40.489 -6.923 18.903
C 42.793 -7.333 16.845
H 38.782 -8.456 16.129
N 47.399 -2.497 12.683
C 46.224 3.293 16.468
H 44.600 2.299 13.351
C 44.675 1.256 20.653
H 41.060 -7.384 10.604
H 42.697 -5.240 21.958
H 43.576 -9.600 15.712
H 44.201 -0.105 19.150
H 42.405 -6.168 13.566
H 45.586 1.480 20.112
C 48.787 -5.595 10.162
C 43.823 -2.312 16.834
H 41.676 -1.229 7.971
H 40.952 -4.845 21.902
H 42.292 -4.815 18.447
H 49.163 5.172 21.035
H 49.054 -6.481 9.601
C 42.489 0.439 22.089
C 49.047 -5.635 11.522
C 46.239 -4.016 19.887
C 47.769 -5.658 19.071
H 47.229 1.596 13.402
N 40.450 -6.496 19.832
C 46.957 -5.174 20.090
C 48.545 -4.635 12.378
O 46.784 -1.579 12.179
H 45.935 -2.322 18.623
H 40.910 -4.091 19.259
C 41.180 -9.270 16.938
C 44.151 -3.494 16.191
H 44.408 3.823 12.546
C 46.454 -3.267 18.725
H 41.361 0.943 6.415
O 41.451 -6.839 22.390
C 49.109 4.848 19.998
H 42.574 -6.581 20.007
H 42.707 -7.355 15.757
H 50.236 2.156 12.309
N 48.724 4.213 11.701
H 42.125 -0.876 20.417
H 47.482 2.776 10.943
H 49.793 1.773 10.616
C 41.718 -5.923 20.218
C 42.088 -7.151 10.334
O 44.434 -5.762 14.695
H 44.616 -0.097 14.513
H 44.039 -0.207 16.766
C 43.730 -0.354 10.624
N 44.854 -4.730 14.200
H 41.122 1.127 8.144
H 48.488 3.776 17.794
N 46.912 3.862 20.387
C 41.847 -4.609 19.427
H 43.223 1.794 23.622
H 44.917 -2.294 13.131
H 40.926 -2.077 10.073
H 43.426 -1.542 8.250
H 42.233 -7.608 13.005
C 43.858 0.276 20.102
C 42.606 -0.838 8.393
H 47.970 -4.401 8.535
C 47.473 2.611 13.079
C 47.802 -3.441 10.420
H 44.214 -4.371 16.822
C 42.723 -0.065 20.822
H 45.522 2.462 16.417
H 42.678 -8.771 18.428
H 49.263 4.337 12.562
H 48.400 -5.400 17.018
N 43.555 -9.604 16.724
H 48.466 -4.816 13.439
O 47.556 -2.644 13.880
C 42.551 -8.748 17.344
O 46.368 3.519 13.140
H 45.138 -5.303 10.086
H 47.670 5.250 17.365
C 44.470 -1.117 14.851
H 46.757 3.096 19.737
H 40.204 -7.329 20.366
O 42.942 0.292 7.584
H 49.607 5.628 19.408
C 38.846 -8.803 17.168
H 42.161 -2.375 10.982
H 47.106 3.064 15.860
H 48.375 -6.530 19.282
C 48.219 2.828 11.749
C 47.602 4.382 18.029
C 44.519 -2.294 14.139
O 46.442 3.599 17.823
H 47.352 -3.299 16.701
H 44.937 -3.893 8.960
N 41.984 -6.648 12.772
C 49.422 1.915 11.631
C 41.698 -5.626 21.717
O 43.301 -4.475 10.012
C 41.670 -6.692 23.782
```

SMILES string	O=[N+]([O-])c1ccccc1.O=[N+]([O-])c1ccccc1.COC[C@H](C)N.COC[C@H](C)N.COC[C@H](C)N.COC[C@H](C)N.COC[C@H](C)N.COC[C@H](C)N.c1ccccc1.c1ccccc1
gap between HOMO and LUMO	8.07	eV